Molecular formula: C37H29N8O6Ti
Method: DFT, wB97M-V/def2-TZVPD

The calculation puts the orbital gap (alpha / beta) at 4.165 / 4.150 eV. The value obtained for the LUMO energy (alpha / beta) is 2.319 / 2.319 eV. The value obtained for the HOMO energy (alpha / beta) is -1.85 / -1.83 eV. The energy relative to the best compared isomer or geometry (same formula, charge and spin) comes out at 2.4363 eV. The calculation puts the largest force on an atom at 3.54 eV/A. As for the net charge: -1.

Atoms and positions in Å:
Ti (-0.5466, -0.3646, 0.0463)
O (0.1025, -1.1232, -1.5634)
C (-0.4272, -2.2604, -1.9330)
C (0.3916, -3.2659, -2.4696)
C (-0.1165, -4.4906, -2.8609)
C (-1.4722, -4.7605, -2.7380)
C (-2.3172, -3.7834, -2.2575)
C (-1.8412, -2.5275, -1.8634)
C (-2.7358, -1.4771, -1.4972)
N (-2.2397, -0.4230, -0.9169)
N (-2.8793, 0.7651, -0.8415)
C (-1.9789, 1.7117, -0.6647)
O (-0.7060, 1.4412, -0.6024)
C (-2.4205, 3.1055, -0.6807)
C (-1.5859, 4.0794, -1.2389)
C (-1.9800, 5.3997, -1.2801)
C (-3.2057, 5.7806, -0.7509)
C (-4.0456, 4.8187, -0.2051)
C (-3.6661, 3.4928, -0.1782)
H (1.4531, -3.0615, -2.5527)
H (0.5482, -5.2493, -3.2508)
H (-1.8651, -5.7262, -3.0223)
H (-3.3758, -3.9804, -2.1662)
H (-3.7883, -1.5099, -1.7823)
H (-0.6440, 3.7591, -1.6652)
H (-1.3361, 6.1437, -1.7336)
H (-3.5102, 6.8171, -0.7748)
H (-5.0039, 5.1141, 0.2012)
H (-4.3119, 2.7363, 0.2399)
C (2.5753, 2.4396, -0.4867)
N (2.1592, 1.4221, -1.4495)
C (2.7801, 0.1224, -1.2802)
C (2.5724, -0.5047, 0.0665)
N (1.4701, -0.4441, 0.7760)
C (1.7448, -1.0520, 1.9779)
C (0.9593, -1.2321, 3.1140)
C (1.5040, -1.9452, 4.1674)
C (2.8035, -2.4417, 4.1245)
C (3.6238, -2.2241, 3.0286)
C (3.0755, -1.5262, 1.9646)
N (3.5844, -1.1415, 0.7477)
C (1.5420, 2.7929, 0.5375)
N (1.0816, 2.0337, 1.4900)
C (0.1338, 2.7803, 2.1483)
C (-0.6711, 2.4791, 3.2424)
C (-1.4937, 3.4752, 3.7251)
C (-1.5270, 4.7475, 3.1549)
C (-0.7501, 5.0663, 2.0612)
C (0.0678, 4.0672, 1.5648)
N (0.9797, 4.0426, 0.5430)
H (3.4927, 2.1174, 0.0161)
H (2.8198, 3.3500, -1.0546)
H (1.1429, 1.3091, -1.4215)
H (2.3610, -0.5302, -2.0570)
H (3.8590, 0.2375, -1.4633)
H (-0.0293, -0.8127, 3.1796)
H (0.9031, -2.1219, 5.0478)
H (3.1866, -2.9959, 4.9690)
H (4.6419, -2.5855, 3.0062)
H (4.4952, -1.3782, 0.3889)
H (-0.6575, 1.4986, 3.6882)
H (-2.1261, 3.2747, 4.5754)
H (-2.1737, 5.5008, 3.5782)
H (-0.7775, 6.0483, 1.6125)
H (1.1157, 4.7628, -0.1446)
O (-0.5251, -2.1566, 0.6537)
C (-1.1635, -2.7220, 1.6073)
C (-2.1094, -2.0769, 2.4318)
C (-2.8372, -2.7583, 3.4194)
C (-3.8107, -2.1012, 4.1628)
C (-4.1077, -0.7495, 3.9000)
C (-3.3668, -0.0476, 2.9809)
C (-2.3192, -0.6549, 2.2635)
O (-1.5288, 0.0501, 1.5069)
N (-4.5037, -2.7703, 5.1823)
O (-4.1699, -3.9320, 5.4730)
O (-5.4214, -2.1729, 5.7721)
H (-0.9847, -3.7959, 1.7547)
H (-2.6482, -3.8045, 3.6116)
H (-4.9064, -0.2812, 4.4538)
H (-3.5557, 1.0014, 2.7987)


Molecular formula: C4H7N5O
Method: DFT, wB97M-V/def2-TZVPD

The calculation puts the orbital gap at 8.795 eV. The value obtained for the LUMO energy is 0.623 eV. The value obtained for the HOMO energy is -8.17 eV. The energy relative to the best compared isomer or geometry (same formula, charge and spin) comes out at 2.3011 eV. The calculation puts the largest force on an atom at 4.89 eV/A. Its SMILES is [H]/N=C(\O)c1[nH]nc(N)c1N. As for the net charge: 0.

Atoms and positions in Å:
N (3.5211, 2.0541, -1.8449)
C (2.5143, 1.1657, -1.4919)
N (2.0777, 0.2077, -2.2956)
N (1.1521, -0.4677, -1.6081)
C (0.9310, 0.0849, -0.3738)
C (-0.0379, -0.4195, 0.5705)
N (0.0671, -1.1877, 1.5552)
C (1.8203, 1.1464, -0.2492)
N (2.0807, 1.9576, 0.8407)
H (4.2711, 2.1162, -1.1640)
H (3.8951, 1.8880, -2.7724)
H (0.8561, -1.3712, -1.9609)
H (1.3449, 1.9464, 1.5393)
H (2.3801, 2.8974, 0.6060)
O (-1.3910, 0.3553, 0.9626)
H (-1.2588, 1.2788, 0.7209)
H (-0.9425, -0.8290, 2.1181)


Molecular formula: C4H16F2N8O4Y
Method: DFT, wB97M-V/def2-TZVPD

The calculation puts the orbital gap at 5.752 eV. The value obtained for the LUMO energy is -5.692 eV. The value obtained for the HOMO energy is -11.44 eV. The energy relative to the best compared isomer or geometry (same formula, charge and spin) comes out at 1.1040 eV. The calculation puts the largest force on an atom at 7.45 eV/A. As for the net charge: +1.

Atoms and positions in Å:
Y (1.5999, 1.8690, 1.7798)
F (0.1675, 0.5211, 0.3137)
F (1.1143, 3.3156, -0.0859)
C (-1.0061, -2.3752, -1.3509)
O (-1.5439, -3.3750, -1.8621)
N (-0.4953, -1.3165, -1.8694)
N (-0.6900, -2.3304, -0.0758)
H (-0.6541, -0.4698, -1.3422)
H (-0.7641, -1.2522, -2.8409)
H (-0.3335, -1.4291, 0.2081)
H (-1.0263, -3.0598, 0.5365)
C (3.3503, -0.1902, -0.7647)
O (3.0517, 0.5117, 0.2158)
N (2.5821, -1.0967, -1.2427)
N (4.4251, -0.0574, -1.4580)
H (2.9150, -1.5266, -2.0939)
H (1.6203, -1.2204, -0.9601)
H (4.6382, -0.7214, -2.1886)
H (5.1528, 0.4641, -0.9903)
C (-2.2078, 2.1338, -2.1721)
O (-2.8681, 2.4308, -3.1101)
N (-0.8878, 2.1207, -2.0963)
N (-2.7122, 1.4846, -1.1516)
H (-0.3673, 2.3197, -2.9387)
H (-0.5562, 1.9115, -1.1655)
H (-3.7174, 1.4170, -1.2233)
H (-2.1133, 1.1699, -0.4016)
C (-0.6138, -0.0407, 3.5631)
O (0.4321, 0.3527, 3.0710)
N (-0.7749, -0.3825, 4.8041)
N (-1.8064, -0.0484, 2.9446)
H (-1.6746, -0.6035, 5.2063)
H (-0.0262, -0.1809, 5.4514)
H (-1.7727, 0.4385, 2.0604)
H (-2.4372, -0.7838, 3.2299)


Molecular formula: C28H33AsBaN4O2S5Si2
Method: DFT, wB97M-V/def2-TZVPD

The calculation puts the orbital gap at 6.288 eV. The value obtained for the LUMO energy is 3.941 eV. The value obtained for the HOMO energy is -2.35 eV. The calculation puts the largest force on an atom at 3.83 eV/A. As for the net charge: -2.

Atoms and positions in Å:
Ba (0.5795, -0.1974, -0.2475)
O (3.2018, 1.6007, 2.8394)
C (2.3555, 0.9822, 2.1691)
N (2.4777, 0.2789, 1.0549)
C (3.6952, -0.0682, 0.5086)
C (4.9260, 0.2489, 1.0935)
C (6.1333, -0.1430, 0.5510)
C (6.1395, -0.8840, -0.6169)
C (4.9420, -1.2378, -1.2073)
C (3.7031, -0.8605, -0.6783)
N (2.4947, -1.2085, -1.2547)
C (2.3889, -2.1452, -2.1844)
O (3.2534, -2.8607, -2.7210)
C (0.9737, -2.3946, -2.6539)
C (0.8093, -3.1323, -3.8337)
C (-0.4616, -3.4327, -4.2753)
C (-1.5440, -3.0258, -3.5043)
C (-1.2850, -2.3097, -2.3499)
N (-0.0695, -1.9813, -1.9414)
C (0.9412, 1.0139, 2.7024)
C (0.7130, 1.6951, 3.9028)
C (-0.5536, 1.7092, 4.4483)
C (-1.5657, 1.0184, 3.7923)
C (-1.2480, 0.3698, 2.6131)
N (-0.0408, 0.3765, 2.0718)
H (4.9166, 0.8150, 2.0086)
H (7.0631, 0.1287, 1.0410)
H (7.0747, -1.1897, -1.0685)
H (4.9551, -1.8400, -2.0997)
H (1.6986, -3.4415, -4.3641)
H (-0.6158, -3.9810, -5.1966)
H (-2.5603, -3.2540, -3.7905)
H (-2.0935, -1.9876, -1.7030)
H (1.5488, 2.2010, 4.3663)
H (-0.7616, 2.2364, 5.3719)
H (-2.5734, 0.9796, 4.1796)
H (-1.9941, -0.1987, 2.0715)
C (0.1221, -6.3053, 1.6759)
S (0.3105, -5.9190, 3.4463)
C (-1.3243, -5.4544, 3.9046)
C (-2.0757, -4.4594, 3.3483)
S (-1.7784, -3.5447, 1.9894)
S (-3.6408, -4.2134, 4.2277)
C (-3.3891, -5.3296, 5.5271)
S (-4.4418, -5.5196, 6.7800)
S (-1.9287, -6.2421, 5.3559)
H (1.1117, -6.5806, 1.3236)
H (-0.2304, -5.4120, 1.1657)
H (-0.5756, -7.1307, 1.5528)
C (-3.4343, 0.6146, -2.9415)
Si (-2.6864, 2.2802, -2.3315)
C (-3.8559, 2.8743, -0.9136)
C (-3.0485, 3.5242, -3.7760)
As (-0.3822, 2.0715, -2.1102)
Si (0.0641, 3.9389, -0.8179)
C (-0.3934, 5.5293, -1.8258)
C (-0.7108, 4.1763, 0.9319)
C (1.9580, 3.9955, -0.5553)
H (-4.3651, 0.7312, -3.4857)
H (-3.6160, -0.0534, -2.1058)
H (-2.7188, 0.1276, -3.5981)
H (-4.9055, 2.8533, -1.1940)
H (-3.6199, 3.8927, -0.6217)
H (-3.7432, 2.2512, -0.0314)
H (-4.1031, 3.6729, -4.0005)
H (-2.5573, 3.1690, -4.6792)
H (-2.6159, 4.4931, -3.5414)
H (-1.4653, 5.7001, -1.8150)
H (-0.1029, 5.3514, -2.8573)
H (0.0908, 6.4400, -1.4904)
H (-1.7920, 4.0620, 0.9058)
H (-0.4908, 5.1494, 1.3645)
H (-0.3181, 3.4201, 1.6058)
H (2.4739, 3.7895, -1.4910)
H (2.2487, 3.2270, 0.1565)
H (2.3097, 4.9506, -0.1755)


| no. | E (Eh) |
| --- | --- |
| 1 | -3166.44389 |
| 2 | -505.56249 |
| 3 | -1139.04566 |
| 4 | -6287.70199 |